1.
The following is a DFT calculation (ωB97M-V/def2-TZVPD) of 4 unconnected molecules or ions with the total composition C38H28F9N3O6S.

```
85
Properties=species:S:1:pos:R:3:forces:R:3
N -1.06545 -1.73198 -1.15647 0.2 0.7 0.7
C -0.21897 -0.69166 -0.40514 0.0 -0.3 -1.3
C -0.82621 0.80008 -0.70730 -2.3 3.9 1.9
C -0.55801 1.67248 -2.10465 -1.4 1.9 1.3
C 0.45236 0.95165 -3.22655 -1.4 0.6 -0.4
C 1.82920 1.80261 -3.49922 -0.9 0.6 0.4
C 3.01838 1.58879 -2.39774 -1.3 2.5 0.4
F 3.60135 2.96189 -2.15216 -1.4 -4.0 -0.6
F 2.40245 1.19235 -1.10103 2.4 0.6 -3.6
C 4.27430 0.65320 -2.87668 2.1 1.8 -1.0
F 5.50680 1.25823 -2.24478 -3.7 -2.7 -1.9
F 4.53113 0.79831 -4.36018 -1.2 -0.3 4.7
C 4.10910 -0.94784 -2.61283 0.8 -2.3 -2.4
F 5.15376 -1.62379 -3.47098 -3.4 2.2 2.8
F 2.80541 -1.51046 -3.08221 4.1 2.4 1.4
C 4.34657 -1.47806 -1.09606 -0.1 -2.5 3.1
F 3.11517 -2.25552 -0.69651 4.3 2.8 -1.1
F 4.58906 -0.45806 -0.06049 -0.9 -3.5 -3.9
F 5.46422 -2.44780 -1.07096 -3.8 3.5 0.1
C -1.20979 3.16323 -2.39967 0.3 -3.3 2.9
C -2.15735 3.83194 -1.22040 0.6 -0.3 -0.5
N -2.79835 5.20118 -1.33051 1.2 -5.9 4.0
S -3.58333 5.30617 0.24254 2.0 -3.0 -1.1
N -3.23863 3.81953 1.10101 2.7 -0.7 -5.1
C -2.38026 2.97973 0.16286 -0.9 2.2 -0.4
C -1.76816 1.48688 0.44893 1.3 0.3 -3.2
C -2.09414 0.77959 1.89133 1.4 1.5 0.2
C -0.98432 1.41670 2.96779 2.8 1.6 2.7
C -1.39707 2.38316 4.24054 4.2 -0.9 -0.7
C -0.18895 2.97121 5.23042 1.4 -1.8 -2.5
C 1.42423 2.65295 4.98652 -2.9 -1.9 -2.8
C 1.83436 1.68294 3.72640 -4.3 0.9 0.6
C 0.63263 1.09173 2.76612 -0.4 1.9 2.3
H -1.83698 -2.09860 -0.55752 0.7 0.8 -1.0
H -1.40182 -1.35884 -2.07153 0.1 -0.4 1.4
H 0.88922 -0.85386 -0.81964 -2.4 0.9 1.0
H -0.20897 -1.01139 0.71983 -0.1 1.0 -2.1
H 0.61346 -0.19492 -3.01902 -0.2 2.4 -0.1
H -0.16810 1.00140 -4.24574 1.5 -0.1 2.1
H 2.12937 1.62328 -4.61475 0.0 0.1 2.3
H 1.51726 2.95344 -3.43066 1.0 -2.8 0.0
H -0.97548 3.71950 -3.41327 -0.6 -1.3 2.4
H -1.92820 -0.37932 1.89865 -0.5 2.4 -0.2
H -3.16877 1.10284 2.23222 2.1 -0.7 -0.7
H -2.51977 2.68372 4.46355 2.7 -0.7 -0.6
H -0.43625 3.67314 6.15531 0.4 -1.7 -2.3
H 2.28946 3.09537 5.67241 -2.3 -1.0 -1.6
H 2.96513 1.38777 3.48537 -2.9 0.8 0.6
H 0.98963 0.41309 1.85412 -1.0 1.7 2.2
O 3.51681 6.14596 -8.86685 -0.5 -0.4 0.7
C 2.87858 5.68220 -7.93192 0.6 0.4 -0.8
C 1.42345 5.90066 -7.81327 -0.4 -0.1 0.2
C 0.72739 5.39541 -6.79027 0.0 0.2 -0.4
C 1.38285 4.59608 -5.73611 -0.3 -0.1 0.3
O 0.74463 4.13233 -4.80117 0.1 0.6 -0.7
C 2.83799 4.37762 -5.85476 0.4 0.0 -0.2
C 3.53405 4.88287 -6.87776 0.0 -0.3 0.4
H 0.95711 6.48844 -8.59485 0.0 0.0 0.0
H -0.34024 5.54686 -6.68783 0.0 0.0 0.0
H 3.30432 3.78985 -5.07317 0.0 0.0 0.0
H 4.60167 4.73142 -6.98020 0.0 0.0 0.0
O -1.05049 -1.79582 3.33800 -0.3 -0.5 0.4
C -1.68872 -2.25958 4.27294 0.3 0.3 -0.5
C -3.14385 -2.04112 4.39158 -0.4 0.0 0.3
C -3.83991 -2.54637 5.41459 0.1 0.3 -0.4
C -3.18445 -3.34570 6.46874 -0.6 -0.3 0.7
O -3.82267 -3.80945 7.40368 0.5 0.3 -0.6
C -1.72932 -3.56416 6.35010 0.4 0.0 -0.2
C -1.03325 -3.05891 5.32709 0.0 -0.2 0.4
H -3.61019 -1.45334 3.61000 0.0 0.0 0.0
H -4.90754 -2.39492 5.51702 0.0 0.0 0.0
H -1.26298 -4.15193 7.13168 0.0 0.0 0.0
H 0.03437 -3.21036 5.22466 0.0 0.0 0.0
O -1.02955 -9.15580 2.39432 -0.5 0.7 0.0
C -1.69434 -8.12888 2.39462 0.5 -0.8 0.0
C -1.06280 -6.80638 2.57170 0.0 0.5 0.0
C -1.79023 -5.68514 2.57406 0.4 -0.2 0.1
C -3.25571 -5.72045 2.39818 -0.4 0.7 0.0
O -3.92050 -4.69353 2.39848 0.4 -0.6 0.0
C -3.88725 -7.04296 2.22111 0.0 -0.5 0.0
C -3.15982 -8.16419 2.21874 -0.4 0.2 0.0
H 0.01311 -6.79709 2.69877 0.0 0.0 0.0
H -1.34288 -4.70719 2.70344 0.0 0.0 0.0
H -4.96316 -7.05224 2.09403 0.0 0.0 0.0
H -3.60717 -9.14214 2.08936 0.0 0.0 0.0
```
Positions in Å, forces in eV/Å.

Results
E_tot: -91882.12104 eV
E_LUMO: -2.1 eV
structure (SMILES): NCc1c(CCC(F)(F)C(F)(F)C(F)(F)C(F)(F)F)cc2nsnc2c1Cc1ccccc1.O=C1C=CC(=O)C=C1.O=C1C=CC(=O)C=C1.O=C1C=CC(=O)C=C1

---

2.
The following is a DFT calculation (ωB97M-V/def2-TZVPD) of a molecular structure, C31H25F6IMoN4O2PSb.

```
72
Properties=species:S:1:pos:R:3:forces:R:3
Mo -0.53303 0.46524 0.74938 0.7 0.0 -0.2
O -2.53230 -0.42102 -2.70827 -0.1 0.0 -0.1
C -2.51449 0.05841 -1.63758 0.6 0.0 0.3
O -1.32685 -0.08935 -0.85031 -0.5 -0.1 -0.1
C -3.55065 0.83971 -0.89129 -0.1 0.0 0.0
P -2.82067 1.54124 0.61695 0.0 0.0 -0.1
C -4.03067 1.45433 1.90450 -0.1 0.1 0.0
C -4.15238 0.27313 2.63424 0.0 0.0 0.0
C -5.17150 0.14813 3.56086 0.0 0.0 0.0
C -6.06144 1.19758 3.75267 0.0 0.0 0.0
C -5.94356 2.37199 3.01948 0.0 0.0 0.0
C -4.92897 2.50790 2.08911 0.1 0.0 0.0
C -2.17803 3.17951 0.28211 -0.1 0.1 0.1
C -1.96903 4.06185 1.34715 -0.1 0.0 0.1
C -1.32449 5.26714 1.11981 0.0 0.0 0.0
C -0.87693 5.58984 -0.15643 0.0 0.0 0.0
C -1.07863 4.71092 -1.21629 0.0 0.0 0.0
C -1.72697 3.50481 -1.00303 0.0 0.0 0.0
H -4.33766 0.14076 -0.59259 0.0 0.1 0.0
H -4.01388 1.58505 -1.53948 0.0 0.0 0.0
H -3.44653 -0.53813 2.49682 0.0 0.0 0.0
H -5.26676 -0.75978 4.13998 0.0 0.0 0.0
H -6.85550 1.10010 4.48059 0.0 0.0 0.0
H -6.64352 3.18108 3.17539 0.0 0.0 0.0
H -4.83669 3.42384 1.51810 0.0 0.0 0.0
H -2.31204 3.81076 2.34423 0.0 0.0 -0.1
H -1.17868 5.95830 1.93890 0.0 0.0 0.0
H -0.38383 6.53700 -0.33061 0.0 0.0 0.0
H -0.75268 4.97557 -2.21320 0.0 0.0 0.0
H -1.89123 2.84283 -1.84618 0.0 0.0 0.0
F -0.87430 1.31072 2.53504 -0.6 -0.1 0.2
Sb -1.14249 1.78782 4.76803 0.1 -0.1 -0.2
F -2.79766 2.48279 4.25530 0.2 -0.1 0.0
F -0.34638 3.33832 4.07838 0.0 0.0 0.1
F -1.32862 2.14260 6.56267 0.1 0.0 -0.1
F 0.58292 1.04289 4.79570 -0.1 0.0 0.1
F -1.79513 0.03225 4.68927 0.0 0.2 -0.1
N 2.84707 -4.46005 -3.74362 -0.1 0.1 0.1
C 3.66345 -4.77032 -4.82220 0.0 -0.2 -0.1
C 3.88524 -5.91176 -5.53039 -0.1 0.0 0.1
C 4.81692 -5.80489 -6.59135 0.0 -0.1 0.0
C 5.48775 -4.60442 -6.92092 0.1 0.1 0.0
C 5.26394 -3.46371 -6.20916 0.1 0.0 -0.1
C 4.32567 -3.53739 -5.13019 -0.1 0.0 0.1
N 3.92418 -2.57710 -4.30118 0.1 0.1 0.0
C 3.03274 -3.15378 -3.47443 0.0 -0.1 -0.1
C 2.35213 -2.38454 -2.42977 -0.1 0.1 0.1
C 1.45591 -2.94408 -1.52050 0.0 0.0 0.0
C 0.82783 -2.11513 -0.61179 0.0 0.0 0.0
N 1.04177 -0.79447 -0.55768 0.0 0.1 0.1
C 1.92086 -0.26390 -1.41350 0.0 0.0 0.0
C 2.59557 -1.01660 -2.35786 0.0 0.0 0.0
H 2.21025 -5.09242 -3.28449 0.0 0.0 0.0
H 3.39735 -6.85486 -5.32587 0.0 0.0 0.0
H 5.02656 -6.69104 -7.17721 0.0 0.0 0.0
H 6.18225 -4.61484 -7.74889 0.0 0.0 0.0
H 5.75823 -2.52603 -6.42307 0.0 0.0 0.0
H 1.22084 -3.99921 -1.49918 0.0 0.0 0.0
H 0.10368 -2.52709 0.08142 0.0 0.0 0.0
H 2.07495 0.80467 -1.36329 0.0 0.0 0.0
H 3.28582 -0.54297 -3.04090 0.0 0.0 0.0
I 1.44290 2.50621 0.98309 -0.1 0.1 -0.1
C 2.00854 0.90113 2.21327 0.1 -0.1 0.1
C 3.10023 0.89751 3.04498 0.0 0.0 0.0
C 3.28568 -0.24009 3.82494 0.0 0.0 0.0
C 2.38385 -1.29065 3.73939 0.0 0.0 0.0
C 1.31344 -1.18723 2.87175 0.0 0.0 0.0
N 1.14107 -0.10149 2.10809 -0.1 0.0 -0.1
H 3.77278 1.74183 3.09917 0.0 0.0 0.0
H 4.12495 -0.29263 4.50578 0.0 0.0 0.0
H 2.49547 -2.17400 4.35133 0.0 0.0 0.0
H 0.57136 -1.97077 2.78488 0.0 0.0 0.0
```
Positions in Å, forces in eV/Å.

Results
E_tot: -84673.70818 eV
2S+1: 4
net charge: +3
energy above the lowest of the compared OMol25 structures with the same formula, charge and spin: 0.197 eV
E_LUMO (alpha / beta): -9.8 / -11.1 eV
<S²>: 3.795

---

> Look up the E_tot of the second one.

-84673.70818 eV

---

> Among the records above, which one has the highest E_tot?

C31H25F6IMoN4O2PSb